1.
ORCA calculation (ωB97M-V/def2-TZVPD) on a structure of composition C32H34AsFN4O7Pt.

```
80
Properties=species:S:1:pos:R:3:forces:R:3
Pt -3.084095 -1.163987 -1.347421 0.0 -0.2 -0.2
O -8.185891 -2.130884 -5.789927 -0.2 -0.3 0.0
C -7.047383 -1.890501 -6.233190 0.4 0.9 0.3
O -6.504779 -1.646068 -7.269804 0.0 -0.3 -0.3
C -6.124837 -1.724511 -4.883195 -0.3 -0.3 0.0
C -6.646167 -1.789220 -3.601829 0.2 0.0 0.0
C -5.768693 -1.627316 -2.543023 0.0 0.0 -0.2
N -4.468088 -1.423742 -2.762903 0.1 0.2 0.1
C -3.978089 -1.362528 -4.006775 0.0 0.0 0.0
C -4.785126 -1.510204 -5.120849 0.1 0.0 0.1
C -2.481536 -1.094921 -4.114686 0.0 0.0 -0.1
O -1.981728 -0.997217 -5.219652 0.0 0.0 0.0
O -1.875678 -0.983511 -2.985324 -0.1 0.0 0.2
H -7.694357 -1.954350 -3.416582 0.0 0.0 0.0
H -6.069339 -1.659491 -1.504166 0.0 0.0 0.0
H -4.351426 -1.446611 -6.106862 0.0 0.0 0.0
C -2.036512 1.022922 5.868306 0.0 0.0 0.0
C -1.915366 -0.430878 5.435446 0.0 0.0 0.0
N -1.796892 -0.573756 3.991550 0.0 0.0 0.1
C -2.933581 -0.775310 3.269523 0.0 0.0 0.0
C -2.961301 -0.937972 1.922892 0.1 0.0 0.1
C -4.334303 -1.181778 1.353504 0.0 -0.1 -0.2
O -5.293679 -1.261045 2.103460 0.0 0.0 0.1
O -4.467656 -1.320070 0.069102 0.0 0.0 0.1
C -1.711537 -0.893739 1.213401 0.0 0.0 -0.1
O -1.569518 -0.997108 -0.073361 0.0 0.1 0.0
C -0.524200 -0.712598 1.960223 0.1 0.0 0.2
C 0.740859 -0.713894 1.308667 0.0 0.0 0.0
C 1.878390 -0.493795 2.046397 0.0 -0.1 0.0
F 3.083245 -0.552374 1.406877 0.0 0.0 0.0
C 1.863675 -0.222059 3.397806 0.0 0.1 -0.1
C 0.606452 -0.228920 4.069374 0.0 0.0 -0.1
C -0.555272 -0.507847 3.369654 -0.1 0.0 -0.1
N 3.026179 0.082393 4.165780 -0.1 0.0 0.2
C 3.431495 -0.868766 5.185407 0.1 -0.1 -0.1
C 3.907930 -0.058421 6.408025 0.0 0.1 0.0
N 4.200184 1.322649 5.890941 -0.1 0.0 0.0
C 5.074181 1.240591 4.674993 0.0 0.0 0.1
C 4.185689 0.680173 3.538573 0.0 0.0 0.0
H -2.060542 1.103721 6.955756 0.0 0.0 0.0
H -2.952582 1.461745 5.473335 0.0 0.0 0.0
H -1.196423 1.608167 5.492735 0.0 0.0 0.0
H -2.789155 -1.003995 5.746893 0.0 0.1 0.0
H -1.049948 -0.910056 5.897123 0.0 0.0 0.0
H -3.860496 -0.818275 3.823696 0.0 0.0 0.0
H 0.797745 -0.931457 0.252457 0.0 0.0 0.0
H 0.580045 0.028291 5.118642 0.0 0.0 0.0
H 4.242392 -1.519048 4.828571 0.0 0.0 0.0
H 2.590601 -1.502404 5.455714 0.0 0.0 0.0
H 4.818578 -0.449295 6.856904 0.0 0.0 0.0
H 3.138163 0.047485 7.170671 0.0 0.0 0.0
H 4.557019 1.948823 6.608426 0.0 -0.1 0.0
H 3.285954 1.642769 5.535087 0.0 0.1 0.0
H 5.898648 0.576720 4.929013 0.0 0.0 0.0
H 5.466625 2.231352 4.459551 0.0 0.0 0.0
H 4.780713 -0.026552 2.951988 0.0 0.0 0.0
H 3.856209 1.476818 2.872901 0.0 0.0 0.0
C 3.125654 0.196821 -2.124909 0.1 0.0 0.0
As 1.289379 -0.433295 -2.460177 0.1 0.1 0.0
C 0.441440 1.299308 -2.120461 -0.1 0.0 0.0
C 1.353191 -0.406717 -4.446544 0.0 -0.1 0.0
C 1.984393 0.791187 -5.073668 -0.1 0.0 0.0
C 1.245174 1.955114 -5.286115 0.0 0.0 0.0
C 1.827248 3.080856 -5.846847 0.0 0.0 0.0
C 3.166655 3.070027 -6.213156 0.0 0.0 0.0
C 3.912022 1.916242 -6.017581 0.0 0.0 0.0
C 3.324210 0.792495 -5.455504 0.1 0.0 0.1
H 3.337211 1.130251 -2.646292 0.0 0.0 0.0
H 3.835793 -0.562632 -2.455483 0.0 0.0 0.0
H 3.253518 0.342097 -1.051709 0.0 0.0 0.0
H 0.985039 2.116122 -2.595327 0.0 0.0 0.0
H 0.420261 1.449741 -1.040454 0.0 0.0 0.0
H -0.585874 1.271294 -2.480928 0.0 0.0 0.0
H 0.321739 -0.535271 -4.781673 0.0 0.0 0.1
H 1.895689 -1.317437 -4.708881 0.0 0.0 -0.1
H 0.195290 1.966239 -5.019493 0.0 0.0 0.0
H 1.228920 3.969569 -6.004055 0.0 0.0 0.0
H 3.620037 3.947114 -6.655387 0.0 0.0 0.0
H 4.954681 1.888102 -6.308243 0.0 0.0 0.0
H 3.913533 -0.105373 -5.306928 0.0 0.0 0.0
```
Positions in Å, forces in eV/Å.

Computed properties:
Highest occupied orbital energy (spin up / spin down), eV: -4.562 / -7.256
2S+1: 3
Maximum force, Eh/bohr: 0.0201
Expectation value of S²: 2.035
Energy relative to the best compared isomer or geometry (same formula, charge and spin), kJ/mol: 87.2
Total charge: 0
DFT total energy, eV: -120828.2567

Results of the Mulliken charge analysis, in e, for atoms 1 through 8: 0.642, -0.348, 0.475, -0.493, 0.533, -0.675, -0.374, -0.054


2.
ORCA calculation (ωB97M-V/def2-TZVPD) on a structure of composition C19H17N5O2Rb.

```
44
Properties=species:S:1:pos:R:3:forces:R:3
Rb -0.656207 -1.431120 0.254994 0.5 0.9 0.1
C 2.512526 -1.424549 -4.763230 0.0 0.0 0.0
C 2.272108 -0.066607 -4.580942 0.0 0.0 0.0
C 2.006140 0.443966 -3.321521 0.0 0.0 -0.1
C 1.978715 -0.386151 -2.189696 -0.1 0.0 0.1
C 2.219136 -1.750844 -2.391661 0.0 -0.1 0.0
C 2.480294 -2.260250 -3.654979 0.0 0.0 0.0
N 1.610090 0.066450 -0.927326 0.0 0.0 0.0
C 2.206500 1.109246 -0.384695 0.3 0.2 -0.1
C 3.453832 1.663593 -0.884503 -0.1 -0.1 0.0
C 4.087527 2.702351 -0.282578 0.1 0.1 0.0
C 3.564059 3.328859 0.877793 0.0 -0.1 -0.1
C 2.394815 2.847671 1.389012 0.1 0.1 0.0
C 1.700181 1.769596 0.797808 -0.4 -0.2 0.2
N 0.493233 1.327228 1.314098 0.4 0.0 -0.3
N 0.046983 1.938173 2.321599 -0.5 -0.2 0.2
C -1.213737 1.453497 2.784188 0.5 0.3 -0.1
C -1.725361 2.120619 3.899671 -0.1 0.0 0.1
C -2.950263 1.736920 4.403703 0.0 0.0 0.0
C -3.638828 0.699101 3.785041 0.0 0.0 0.0
C -3.045901 0.094911 2.690180 0.1 0.0 -0.1
N -1.860112 0.452869 2.197592 -0.1 -0.1 0.0
H 2.709390 -1.822988 -5.750384 0.0 0.0 0.0
H 2.276638 0.604218 -5.432792 0.0 0.0 0.0
H 1.802255 1.500960 -3.195932 0.0 0.0 0.0
H 2.189271 -2.414401 -1.535241 0.0 0.0 0.0
H 2.650356 -3.324310 -3.769812 0.0 0.0 0.0
H 3.900676 1.196120 -1.751604 0.0 0.0 0.0
H 5.028304 3.048930 -0.698941 0.0 0.0 0.0
H 4.082566 4.155172 1.345328 0.0 0.0 0.0
H 1.962343 3.292695 2.274446 0.0 0.0 0.0
H -1.147156 2.923109 4.335624 0.0 0.0 0.0
H -3.364567 2.242176 5.267677 0.0 0.0 0.0
H -4.604562 0.362918 4.136196 0.0 0.0 0.0
H -3.539943 -0.719258 2.168244 0.0 0.0 0.0
N -3.698954 -1.821814 -0.522465 0.0 0.0 0.0
C -3.954350 -3.081029 0.189191 -0.1 0.1 0.1
C -2.736632 -4.030161 0.210418 0.2 0.0 0.0
O -2.905591 -5.098394 0.812434 0.0 0.0 0.0
O -1.698424 -3.596913 -0.363339 -0.5 -0.9 -0.2
H -4.562157 -1.307091 -0.648384 0.0 0.0 0.0
H -3.335572 -2.038002 -1.443876 0.1 0.0 0.0
H -4.804495 -3.655398 -0.195423 0.0 0.0 -0.1
H -4.185138 -2.852069 1.234099 0.0 0.0 0.0
```
Positions in Å, forces in eV/Å.

Computed properties:
Highest occupied orbital energy, eV: -3.916
Maximum force, Eh/bohr: 0.0209
Energy relative to the best compared isomer or geometry (same formula, charge and spin), kJ/mol: 0.0
Total charge: -1
DFT total energy, eV: -32181.8030

Results of the natural (NBO) charge analysis, in e, for atoms 1 through 8: 0.951, -0.277, -0.197, -0.276, 0.154, -0.212, -0.217, -0.619


3.
ORCA calculation (ωB97M-V/def2-TZVPD) on a structure of composition C22H15BrCl2N6O4V.

```
51
Properties=species:S:1:pos:R:3:forces:R:3
V 0.245784 -0.843465 -0.547326 0.3 -0.2 0.6
N 0.051388 2.373781 2.278176 0.0 0.0 0.1
C 0.266609 1.682663 1.186484 0.1 -0.2 0.0
N 0.006400 0.391129 1.088481 -0.2 -0.3 0.1
C -0.556636 -0.292042 2.177837 0.0 0.1 0.1
N -0.961548 -1.515312 2.047026 0.1 -0.1 -0.5
N -0.699208 -1.970005 0.764218 -0.3 0.0 0.6
C -1.057088 -3.139955 0.388748 0.1 -0.2 0.0
C -0.588598 -3.572846 -0.932603 0.0 0.2 0.2
C -0.894573 -4.795437 -1.476046 0.0 -0.1 -0.1
C -0.325996 -5.132992 -2.705731 0.0 0.0 0.0
C 0.523736 -4.240375 -3.323909 0.0 0.0 0.0
C 0.772506 -3.010290 -2.722733 0.0 0.0 0.1
N 0.223746 -2.680234 -1.558595 -0.1 -0.2 0.0
C -0.681386 0.408904 3.441680 -0.1 -0.1 -0.1
C -1.094720 -0.226402 4.615814 0.0 0.0 0.0
C -1.228226 0.506593 5.774617 0.0 0.0 0.0
C -0.960127 1.878286 5.776582 0.0 0.0 0.0
C -0.543429 2.521733 4.627773 0.0 0.0 0.0
C -0.401739 1.772447 3.469867 0.1 0.2 -0.1
H 0.261773 3.362914 2.274448 0.0 0.0 0.0
H 0.689764 2.197739 0.332488 0.0 0.0 0.0
H -1.623410 -3.782876 1.055456 0.0 0.0 0.0
H -1.549645 -5.477534 -0.951139 0.0 0.0 0.0
H -0.547061 -6.088499 -3.162026 0.0 0.0 0.0
H 0.991245 -4.471028 -4.270417 0.0 0.0 0.0
H 1.409708 -2.273454 -3.191424 0.0 0.0 0.0
H -1.305270 -1.286270 4.594860 0.0 0.0 0.0
H -1.543638 0.020682 6.687070 0.0 0.0 0.0
H -1.076643 2.446642 6.689372 0.0 0.0 0.0
H -0.327999 3.582920 4.631451 0.0 0.0 0.0
Br 0.200339 4.987693 -5.478367 0.0 0.1 -0.1
C -0.469647 3.925319 -4.095680 0.0 0.0 0.0
C -1.176701 4.514047 -3.046621 -0.1 0.0 0.2
N -1.689795 3.828736 -2.024837 0.2 -0.1 -0.2
C -1.506147 2.513697 -2.023201 0.0 0.1 0.2
C -0.798479 1.846234 -3.016682 -0.1 0.0 0.1
C -0.269403 2.562747 -4.089844 -0.1 -0.1 0.0
C -0.607522 0.399903 -2.972662 0.0 0.0 -0.1
O -0.271973 -0.346420 -3.822994 0.0 -0.1 0.1
O -0.811674 -0.138415 -1.633073 -0.3 0.7 -1.1
H -1.331402 5.586428 -3.038935 0.0 0.0 0.0
H -1.953844 1.966755 -1.200218 0.0 0.0 0.0
H 0.277029 2.064729 -4.879636 0.0 0.0 0.0
Cl 4.803999 0.805385 -0.495262 0.0 0.0 0.0
C 3.862630 -0.222207 0.549495 0.1 -0.1 0.0
Cl 3.456059 0.559401 2.100483 -0.1 0.0 0.0
C 2.539914 -0.596740 -0.069014 -0.1 0.1 -0.2
O 1.950530 0.125766 -0.943998 0.1 -0.1 0.2
O 1.900753 -1.605804 0.336422 0.4 0.1 0.2
H 4.419615 -1.124673 0.784127 0.0 0.0 0.0
```
Positions in Å, forces in eV/Å.

Computed properties:
Highest occupied orbital energy (spin up / spin down), eV: -14.259 / -14.260
2S+1: 2
Maximum force, Eh/bohr: 0.0260
Expectation value of S²: 0.760
Energy relative to the best compared isomer or geometry (same formula, charge and spin), kJ/mol: 18.8
Total charge: +2
DFT total energy, eV: -160951.3052

Results of the natural (NBO) charge analysis, in e, for atoms 1 through 8: 1.438, -0.491, 0.389, -0.590, 0.454, -0.298, -0.282, 0.206